# 1
{
  "formula": "C26H24Cl4N2O7Rh",
  "method": "ωB97M-V with the def2-TZVPD basis set",
  "lumo_energy_ev": [2.42, 0.99],
  "spin_multiplicity": 5,
  "gap_ev": [7.5, 6.3],
  "e_above_lowest_kj_mol": 0.00,
  "total_charge": -1,
  "homo_energy_ev": [-5.07, -5.32],
  "elements": ["Rh", "C", "O", "C", "C", "O", "C", "H", "H", "H", "H", "H", "H", "H", "H", "H", "H", "Cl", "C", "C", "Cl", "C", "Cl", "C", "O", "C", "O", "C", "Cl", "C", "C", "C", "C", "C", "C", "N", "C", "C", "C", "C", "C", "C", "C", "O", "O", "C", "C", "H", "H", "H", "H", "H", "H", "H", "H", "H", "H", "H", "H", "H", "H", "O", "C", "N"],
  "coordinates": [[0.55957, -0.16995, 0.53507], [-0.08283, -3.21882, 1.56531], [-0.08924, -2.47350, 0.35137], [-1.28087, -2.63176, -0.39561], [-1.20055, -1.70146, -1.58733], [-1.16690, -0.33304, -1.20321], [-2.44386, 0.21991, -0.91257], [-0.14339, -4.29036, 1.34102], [-0.91918, -2.91732, 2.19978], [0.85679, -2.99041, 2.05948], [-2.14225, -2.40166, 0.23822], [-1.35968, -3.66774, -0.75327], [-2.05086, -1.87929, -2.25579], [-0.26986, -1.87841, -2.12734], [-3.06458, 0.20732, -1.81517], [-2.27484, 1.24694, -0.59758], [-2.94067, -0.32002, -0.10492], [3.27900, 2.30878, -5.48723], [2.64235, 2.19494, -3.88963], [2.38088, 3.39116, -3.15723], [2.71320, 4.91512, -3.89258], [1.87140, 3.33204, -1.88803], [1.53924, 4.75662, -0.98088], [1.58690, 2.07760, -1.25170], [1.12905, 1.99702, -0.09213], [1.85351, 0.84439, -2.01199], [1.60822, -0.26534, -1.48591], [2.38679, 0.96900, -3.33377], [2.67953, -0.49351, -4.19750], [-0.12502, -5.12776, 5.21144], [-0.22517, -3.62721, 5.09242], [0.93870, -2.87401, 4.97847], [0.87809, -1.49690, 4.83637], [-0.34540, -0.85197, 4.83307], [-1.51892, -1.59192, 4.95310], [-2.78520, -0.98272, 4.98517], [-3.05869, 0.34305, 4.63787], [-3.84029, 1.11455, 5.49946], [-4.16594, 2.42516, 5.19121], [-3.67701, 3.00592, 4.03043], [-2.88839, 2.24701, 3.17808], [-2.60273, 0.91360, 3.44306], [-1.86907, 0.11889, 2.38103], [-2.26930, -1.01195, 2.09579], [-0.90696, 0.75179, 1.83258], [-1.46784, -2.98871, 5.06499], [-2.76173, -3.75708, 5.12135], [0.91915, -5.43120, 5.27727], [-0.56225, -5.62908, 4.34414], [-0.64247, -5.49966, 6.09838], [1.90039, -3.37338, 4.98090], [1.78958, -0.92430, 4.72414], [-0.38820, 0.22409, 4.73065], [-3.40830, -1.36182, 5.67839], [-4.17966, 0.67537, 6.43167], [-4.77982, 2.99904, 5.87463], [-3.90209, 4.03811, 3.79558], [-2.48204, 2.67822, 2.27203], [-3.45244, -3.37340, 4.36762], [-3.25565, -3.66582, 6.09626], [-2.60818, -4.81822, 4.93950], [3.96513, -0.41991, 3.22934], [3.09269, -0.61403, 2.43615], [2.23464, -0.85588, 1.65080]],
  "forces_ev_per_a": [[0.127, -0.105, 0.018], [-0.037, -0.024, 0.008], [-0.029, -0.006, 0.009], [-0.014, 0.022, -0.011], [-0.007, -0.055, 0.044], [-0.012, 0.061, 0.031], [-0.035, -0.006, -0.007], [0.014, -0.004, -0.012], [0.025, 0.004, -0.010], [0.013, 0.001, 0.015], [0.008, -0.006, 0.000], [0.003, -0.002, 0.000], [0.007, 0.010, -0.012], [-0.001, 0.010, -0.005], [0.010, -0.006, -0.005], [0.005, -0.002, 0.003], [0.005, -0.001, 0.004], [0.006, 0.003, -0.012], [-0.017, -0.006, 0.032], [0.001, -0.022, 0.011], [0.001, 0.011, -0.004], [-0.005, 0.059, -0.026], [0.001, -0.017, -0.001], [0.013, -0.015, 0.024], [-0.004, -0.009, 0.039], [0.025, 0.001, 0.026], [-0.046, -0.046, -0.030], [0.000, 0.006, -0.032], [-0.006, 0.001, 0.010], [0.009, 0.033, 0.000], [0.001, 0.000, 0.001], [-0.011, -0.014, -0.004], [0.002, 0.009, -0.009], [-0.009, -0.006, 0.012], [0.014, -0.042, -0.028], [-0.024, 0.025, 0.045], [0.012, -0.033, -0.013], [-0.022, 0.033, 0.011], [0.007, -0.031, 0.002], [0.008, -0.014, -0.003], [-0.019, 0.051, 0.015], [0.043, -0.037, -0.011], [-0.059, 0.024, -0.006], [-0.018, 0.005, -0.005], [0.049, 0.013, -0.065], [-0.013, 0.001, -0.004], [0.038, 0.021, -0.009], [-0.001, -0.004, 0.001], [-0.004, -0.007, 0.002], [0.002, -0.014, -0.001], [0.005, 0.007, -0.003], [0.001, 0.001, 0.015], [-0.004, 0.008, -0.002], [-0.012, 0.006, -0.001], [0.000, -0.002, -0.001], [-0.001, -0.001, 0.003], [0.006, 0.000, -0.010], [0.003, -0.007, -0.001], [-0.008, -0.001, 0.000], [-0.004, -0.001, -0.003], [-0.012, -0.005, 0.004], [-0.019, -0.006, 0.104], [0.028, -0.033, -0.183], [-0.041, 0.163, 0.039]]
}


# 2
{
  "formula": "C26H24F4N4O2SSm",
  "method": "ωB97M-V with the def2-TZVPD basis set",
  "lumo_energy_ev": [-3.27, -3.20],
  "spin_multiplicity": 6,
  "gap_ev": [7.4, 7.5],
  "total_charge": 1,
  "homo_energy_ev": [-10.70, -10.72],
  "elements": ["Sm", "C", "N", "C", "C", "C", "N", "C", "C", "F", "C", "F", "C", "C", "F", "C", "F", "H", "H", "H", "H", "H", "H", "H", "H", "H", "H", "H", "C", "C", "C", "C", "C", "C", "C", "S", "O", "O", "N", "C", "C", "C", "C", "C", "C", "C", "C", "N", "C", "H", "H", "H", "H", "H", "H", "H", "H", "H", "H", "H", "H", "H"],
  "coordinates": [[0.95500, -0.09223, 0.08059], [2.76363, 2.85483, 0.11413], [1.58685, 2.31607, -0.58386], [1.87071, 2.25610, -2.02428], [0.39890, 3.16485, -0.31546], [-0.90676, 2.50312, -0.71555], [-0.94020, 1.18214, -0.10696], [-2.08675, 0.40465, -0.17298], [-2.10120, -0.78632, 0.56451], [-0.97422, -1.07790, 1.31499], [-3.14368, -1.68077, 0.59210], [-3.02509, -2.77835, 1.34381], [-4.28847, -1.44091, -0.14298], [-4.31165, -0.27716, -0.88503], [-5.38172, 0.01223, -1.62596], [-3.25370, 0.61989, -0.91394], [-3.37263, 1.71109, -1.69243], [3.00048, 3.86459, -0.23856], [3.62170, 2.20532, -0.04882], [2.56505, 2.90992, 1.18526], [2.12514, 3.24639, -2.41840], [1.00390, 1.88487, -2.56930], [2.71445, 1.58856, -2.21059], [0.50024, 4.12503, -0.83729], [0.38614, 3.36336, 0.75779], [-0.99798, 2.46964, -1.80870], [-1.72772, 3.14477, -0.38294], [-5.11896, -2.13047, -0.14392], [-0.60882, -0.99406, 5.77845], [0.29824, -1.17351, 4.59622], [0.49082, -2.43574, 4.03123], [1.30572, -2.61662, 2.93090], [1.95671, -1.51175, 2.38513], [1.80761, -0.24528, 2.95294], [0.96932, -0.08471, 4.04575], [2.95546, -1.74352, 0.95295], [3.19864, -0.30821, 0.54481], [4.12163, -2.52983, 1.17713], [1.84558, -2.27684, -0.02901], [2.21060, -2.70939, -1.34460], [3.12998, -3.68566, -1.60305], [3.37805, -4.11792, -2.92806], [2.68563, -3.59447, -3.97803], [1.72089, -2.58363, -3.74194], [0.94174, -2.01117, -4.77279], [0.02006, -1.04234, -4.49018], [-0.09420, -0.59978, -3.16143], [0.62753, -1.09515, -2.17910], [1.49741, -2.12404, -2.43198], [-1.13961, -1.91402, 6.01430], [-1.34579, -0.21278, 5.58941], [-0.03860, -0.69798, 6.66041], [-0.02290, -3.28821, 4.45714], [1.41973, -3.59414, 2.48196], [2.36317, 0.59772, 2.55714], [0.84262, 0.89919, 4.48033], [3.66570, -4.14857, -0.78580], [4.11705, -4.88964, -3.09409], [2.85230, -3.93765, -4.99052], [1.07927, -2.35681, -5.79031], [-0.59866, -0.60263, -5.25858], [-0.78948, 0.19140, -2.89807]],
  "forces_ev_per_a": [[-1.499, 1.588, -0.387], [-0.010, 0.041, 0.055], [-0.120, -0.106, -0.009], [0.020, 0.008, -0.066], [0.047, 0.101, -0.044], [-0.051, -0.004, -0.061], [-0.453, -0.505, -0.285], [0.455, 0.405, 0.091], [-0.148, -0.116, 0.016], [0.060, 0.072, -0.068], [-0.019, 0.010, 0.008], [-0.028, 0.001, -0.019], [0.066, -0.018, 0.042], [0.027, 0.133, -0.074], [-0.009, -0.038, 0.015], [-0.153, -0.057, -0.007], [0.021, 0.001, -0.008], [0.011, -0.011, -0.010], [0.012, 0.009, -0.021], [-0.003, -0.016, -0.003], [-0.004, 0.003, 0.009], [-0.007, 0.008, -0.001], [0.004, -0.005, 0.015], [0.068, 0.016, 0.060], [-0.031, -0.016, 0.004], [0.040, -0.014, 0.005], [0.028, -0.006, 0.080], [-0.005, 0.010, 0.004], [-0.016, 0.005, 0.018], [-0.022, -0.018, 0.043], [-0.013, -0.043, -0.017], [-0.078, 0.137, 0.031], [0.012, -0.299, 0.250], [-0.023, -0.056, 0.044], [-0.019, 0.011, -0.020], [0.848, -0.197, -0.023], [0.481, -0.351, 0.119], [0.014, 0.035, -0.011], [0.409, -0.731, -0.364], [-0.219, 0.191, 0.364], [0.146, -0.226, -0.170], [-0.023, 0.047, 0.128], [-0.082, 0.083, 0.021], [-0.076, -0.108, -0.205], [0.028, -0.036, -0.041], [-0.015, 0.064, 0.164], [0.014, -0.027, -0.195], [-0.006, -0.119, 0.418], [0.200, 0.097, 0.065], [0.005, 0.002, -0.005], [0.015, 0.005, -0.008], [0.016, 0.005, -0.015], [0.000, 0.002, -0.009], [0.030, 0.003, -0.007], [0.063, 0.005, 0.051], [0.004, -0.002, 0.003], [-0.014, 0.043, 0.024], [0.001, -0.003, 0.005], [0.004, -0.003, 0.004], [0.013, -0.010, 0.009], [-0.007, -0.002, 0.002], [-0.011, 0.001, -0.018]]
}


- Which formula does entry 1 have?
  C26H24Cl4N2O7Rh


- What is the formula in the first record?
  C26H24Cl4N2O7Rh